No. 1
Entry from OMol25: a molecular structure, C3H3Br2ClN3 at a distorted geometry (ωB97M-V/def2-TZVPD).

Each line ends with the Löwdin charge.
Cartesian coordinates (Å):
C 0.033 -0.338 1.299  -0.02
C 2.097 -0.512 -0.231  -1.20
C -1.571 0.501 -0.350  -0.26
N 0.994 -0.328 0.417  0.00
N -0.773 0.289 -1.307  -0.42
N -1.164 0.250 0.958  0.08
Cl -1.324 0.453 -2.875  0.68
Br 3.249 0.984 -0.387  0.80
Br 2.498 -2.005 -1.206  0.87
H 0.368 -0.726 2.265  0.17
H -2.598 0.770 -0.194  0.14
H -1.809 0.662 1.612  0.16

- Energy relative to the best compared isomer or geometry (same formula, charge and spin): 0.7094 eV
- HOMO: -13.8 eV
- Net charge: +1
- Orbital gap: 8.8 eV
- Spin multiplicity: 1



No. 2
Entry from OMol25: a molecular structure, C3H3Br2F at a distorted geometry (ωB97M-V/def2-TZVPD).

Each line ends with the Löwdin charge.
Cartesian coordinates (Å):
C -1.006 -0.124 -0.527  -0.04
C -0.782 0.377 0.700  -0.28
C 1.549 -0.425 -0.913  -1.07
F -1.267 1.590 1.057  -0.01
Br 2.207 1.161 -0.366  0.64
Br 1.966 -1.872 0.269  0.53
H -0.790 -1.139 -0.561  0.01
H -1.661 0.478 -1.208  0.11
H -0.215 -0.044 1.549  0.11

- Energy relative to the best compared isomer or geometry (same formula, charge and spin): 3.2701 eV
- HOMO: -8.9 eV
- Orbital gap: 7.8 eV
- Spin multiplicity: 1



No. 3
Entry from OMol25: 2 unconnected molecules or ions with the total composition C3H3Br2F at a distorted geometry (ωB97M-V/def2-TZVPD).

Each line ends with the Löwdin charge.
Cartesian coordinates (Å):
C 0.097 -0.789 0.123  0.04
C 0.317 0.468 0.268  -0.19
C -0.256 1.781 0.398  -0.75
F -0.454 2.154 1.675  -0.02
Br 2.946 1.470 -0.210  0.02
Br -2.079 1.769 -0.501  0.65
H 0.873 -1.528 0.033  0.08
H -0.923 -1.169 0.076  0.09
H 0.294 2.570 -0.122  0.06

- Energy relative to the best compared isomer or geometry (same formula, charge and spin): 2.0807 eV
- HOMO (alpha / beta): -10.1 / -9.9 eV
- Orbital gap (alpha / beta): 7.9 / 7.0 eV
- Spin multiplicity: 1



| no. | E (eV) |
| --- | --- |
| 1 | -160227.41740 |
| 2 | -145957.51427 |
| 3 | -145958.70365 |